(1)
# C27H24MnN9S

A molecular structure, C27H24MnN9S (ωB97M-V with the def2-TZVPD basis set, the OMol25 dataset).

As for the net charge: +2. For the gap between HOMO and LUMO (alpha / beta), the calculation gives 6.16 / 6.63 eV. For the maximum force, the calculation gives 0.52 eV/Å. The calculated total energy comes out at -83942.0869 eV. Its HOMO energy (alpha / beta) is -13.35 / -13.33 eV. The multiplicity is 5.

Last column: natural (NBO) charge in e.
Cartesian coordinates (Å):
Mn -0.0279 -0.8676 -0.2268  1.500
C -2.7501 2.7509 -0.7224  -0.709
C -1.5723 1.8293 -0.7083  0.297
N -1.2511 1.0954 0.2917  -0.280
N -1.9902 1.1727 1.4252  -0.429
C -1.6775 0.4223 2.5158  0.327
N -2.2944 0.7404 3.6466  -0.732
S -0.5745 -0.8445 2.4531  -0.166
C -0.6785 1.6937 -1.8772  0.147
C -0.4440 2.7501 -2.7420  -0.201
C 0.4817 2.5884 -3.7637  -0.108
C 1.1229 1.3687 -3.9000  -0.208
C 0.8234 0.3568 -3.0030  0.085
N -0.0523 0.5130 -2.0106  -0.534
H -3.6418 2.2098 -0.3942  0.250
H -2.9449 3.1290 -1.7218  0.266
H -2.6029 3.6081 -0.0588  0.260
H -2.6945 1.8941 1.4952  0.405
H -2.9060 1.5348 3.7526  0.417
H -2.0805 0.2046 4.4730  0.443
H -0.9578 3.6921 -2.6061  0.245
H 0.6982 3.4026 -4.4418  0.255
H 1.8448 1.1959 -4.6854  0.258
H 1.2914 -0.6172 -3.0828  0.220
N 9.1153 -5.4481 0.5699  -0.232
C 8.1165 -4.8871 0.4863  0.242
C 6.8596 -4.2065 0.3914  -0.144
C 6.5767 -3.3967 -0.7066  -0.149
C 5.3493 -2.7649 -0.7918  -0.192
C 4.3943 -2.9447 0.2057  -0.112
C 4.6845 -3.7440 1.3064  -0.153
C 5.9150 -4.3693 1.4039  -0.150
C 3.0591 -2.3113 0.0485  0.271
C 2.9191 -0.9518 0.3231  -0.031
C 3.9151 -0.0597 0.7544  -0.126
C 3.3325 1.1973 0.8487  -0.290
C 2.0000 1.0408 0.4835  0.034
N 1.7322 -0.2408 0.1586  -0.577
C 2.0195 -3.1173 -0.4098  -0.030
C 2.1127 -4.4716 -0.7994  -0.120
C 0.8622 -4.8567 -1.2450  -0.294
C 0.0357 -3.7412 -1.1100  0.049
N 0.7018 -2.6887 -0.5974  -0.620
H 7.3125 -3.2669 -1.4880  0.247
H 5.1251 -2.1328 -1.6424  0.225
H 3.9502 -3.8769 2.0912  0.224
H 6.1480 -4.9879 2.2594  0.245
H 4.9404 -0.3169 0.9670  0.254
H 3.8090 2.1121 1.1594  0.253
H 1.2407 1.8069 0.4401  0.212
H 3.0125 -5.0642 -0.7679  0.254
H 0.5626 -5.8173 -1.6297  0.254
H -1.0058 -3.6932 -1.3851  0.215
N -2.5391 -2.3812 0.3600  -0.307
C -3.7594 -2.7205 -0.0722  0.029
C -3.9455 -2.1072 -1.2956  -0.310
C -2.7689 -1.3989 -1.5243  0.003
N -1.9138 -1.5737 -0.5129  -0.400
H -2.1014 -2.6317 1.2341  0.449
H -4.4041 -3.3685 0.4986  0.260
H -4.8101 -2.1576 -1.9341  0.270
H -2.4998 -0.8069 -2.3842  0.239

---

(2)
# C27H24N2O5

2 unconnected molecules or ions with the total composition C27H24N2O5 at a distorted geometry (ωB97M-V with the def2-TZVPD basis set, the OMol25 dataset).

As for the net charge: 0. For the gap between HOMO and LUMO, the calculation gives 6.65 eV. For the maximum force, the calculation gives 2.19 eV/Å. The calculated total energy comes out at -41605.2415 eV. Its HOMO energy is -7.79 eV.

Last column: natural (NBO) charge in e.
Cartesian coordinates (Å):
C 6.4335 -1.8987 1.5048  -0.256
O 5.4227 -2.4098 2.4021  -0.492
C 4.1961 -1.8174 2.4064  0.337
C 3.2114 -2.3938 3.2479  -0.269
C 1.9313 -1.8878 3.2599  -0.160
C 1.5904 -0.7501 2.5027  -0.073
C 0.2219 -0.2308 2.5601  0.120
C -0.8507 -1.1196 2.6455  -0.315
C -2.1690 -0.7388 2.9770  -0.056
C -3.2952 -1.5983 2.5601  -0.029
C -4.5944 -1.0658 2.4535  -0.155
C -5.6947 -1.8953 2.2647  -0.209
C -5.5218 -3.2811 2.1414  -0.184
C -4.2293 -3.8172 2.1602  -0.217
C -3.1204 -2.9810 2.3388  -0.196
C 0.0296 1.2268 2.5241  -0.169
C 0.7966 2.0410 3.3841  -0.149
C 0.6280 3.4049 3.4193  -0.267
C -0.2457 4.0263 2.4931  0.342
O -0.3548 5.3817 2.5816  -0.493
C -1.2015 6.0819 1.6455  -0.256
C -0.9746 3.2283 1.5746  -0.342
C -0.8701 1.8456 1.6403  -0.102
C 2.5950 -0.1390 1.7172  -0.098
C 3.8653 -0.6841 1.6164  -0.344
H 7.3283 -2.4803 1.7221  0.206
H 6.1336 -2.0500 0.4594  0.183
H 6.6219 -0.8341 1.6918  0.182
H 3.4761 -3.2462 3.8671  0.230
H 1.1747 -2.3130 3.9175  0.234
H -0.6225 -2.1809 2.4941  0.215
H -2.3844 0.3073 3.1841  0.256
H -4.7256 0.0142 2.5384  0.214
H -6.6964 -1.4628 2.2462  0.220
H -6.3894 -3.9394 2.0618  0.219
H -4.0767 -4.8951 2.0611  0.218
H -2.1210 -3.4203 2.3337  0.210
H 1.4969 1.5634 4.0700  0.237
H 1.1530 4.0184 4.1473  0.232
H -1.1353 7.1304 1.9323  0.207
H -0.8340 5.9510 0.6197  0.182
H -2.2403 5.7377 1.7211  0.183
H -1.6382 3.6937 0.8417  0.224
H -1.4516 1.2234 0.9583  0.215
H 2.3569 0.7613 1.1479  0.213
H 4.6017 -0.2440 0.9391  0.223
C -2.2824 -0.5363 5.1237  -0.525
C -1.1410 -0.0037 5.8564  0.656
O 0.0322 -0.3934 5.7660  -0.629
N -1.3944 1.0545 6.7420  -0.660
C -2.6273 1.6035 7.0927  0.798
O -2.7606 2.5573 7.8336  -0.610
N -3.6848 0.9228 6.4964  -0.663
C -3.6052 -0.2011 5.6545  0.652
O -4.6566 -0.7984 5.4197  -0.610
H -2.1740 -1.6106 4.9301  0.271
H -0.6029 1.4625 7.2170  0.427
H -4.6017 1.2195 6.7966  0.427

---

(3)
# C27H25BN2O4PdSe2Te2

A molecular structure, C27H25BN2O4PdSe2Te2 at a distorted geometry (ωB97M-V with the def2-TZVPD basis set, the OMol25 dataset).

As for the net charge: 0. For the gap between HOMO and LUMO (alpha / beta), the calculation gives 5.36 / 5.33 eV. For the maximum force, the calculation gives 3.10 eV/Å. The calculated total energy comes out at -189009.6504 eV. Its HOMO energy (alpha / beta) is -7.35 / -7.34 eV.

Last column: natural (NBO) charge in e.
Cartesian coordinates (Å):
Pd 0.5974 -0.4169 1.6092  0.201
C 0.8860 0.2988 -1.7969  -0.246
O -0.0897 -0.1311 -0.8479  -0.558
C -0.4898 -1.4390 -1.0787  0.357
C -1.5132 -1.7017 -1.9638  -0.265
C -1.8559 -3.0177 -2.2472  -0.193
C -1.1680 -4.0583 -1.6399  -0.217
C -0.1398 -3.8026 -0.7521  -0.192
C 0.2124 -2.4835 -0.4499  0.010
N 1.2354 -2.1617 0.4416  -0.258
N 2.1704 -2.9968 0.5214  -0.154
C 3.0404 -3.2135 1.5225  0.055
C 2.9262 -2.7491 2.8642  0.371
O 1.9285 -1.9373 3.1695  -0.681
C 3.8507 -3.1694 3.8362  -0.280
C 4.8850 -3.9956 3.5197  -0.109
C 5.0798 -4.4530 2.1925  -0.097
C 6.1658 -5.2878 1.8582  -0.160
C 6.3293 -5.7445 0.5783  -0.227
C 5.4083 -5.3790 -0.4142  -0.187
C 4.3473 -4.5591 -0.1164  -0.206
C 4.1594 -4.0739 1.1900  -0.016
H 0.5015 0.2024 -2.8149  0.181
H 1.8071 -0.2841 -1.7069  0.179
H 1.0936 1.3446 -1.5802  0.205
H -2.0318 -0.8764 -2.4351  0.230
H -2.6542 -3.2211 -2.9480  0.220
H -1.4383 -5.0823 -1.8629  0.220
H 0.3975 -4.6061 -0.2670  0.233
H 3.7008 -2.8202 4.8502  0.235
H 5.5681 -4.3193 4.2954  0.218
H 6.8633 -5.5614 2.6408  0.211
H 7.1591 -6.3944 0.3333  0.216
H 5.5377 -5.7469 -1.4237  0.215
H 3.6402 -4.2805 -0.8840  0.233
Se 0.0100 0.8913 3.4661  -0.034
Te -1.2150 -1.3330 3.0393  0.623
Te -3.1879 -1.5856 4.7813  -0.282
Se 1.0791 -2.0136 4.8832  0.143
C -4.7908 5.5757 -2.2220  -0.605
C -3.3708 5.5744 -1.6506  -0.075
C -3.2505 6.7685 -0.6925  -0.597
C -2.3889 5.7396 -2.8213  -0.595
C -3.0284 4.2795 -0.9163  -0.003
C -3.9076 3.1995 -0.8711  -0.220
C -3.6061 2.0060 -0.2150  -0.265
C -2.3946 1.9423 0.4272  0.289
O -1.8911 0.9488 1.2320  -0.704
B -0.6726 1.4673 1.7323  0.708
O -0.4076 2.7196 1.1820  -0.655
C -1.5019 3.0076 0.3933  0.230
C -1.7833 4.1700 -0.2829  -0.252
H -4.9611 6.5140 -2.7520  0.212
H -5.5372 5.5007 -1.4290  0.212
H -4.9436 4.7645 -2.9349  0.209
H -3.5985 7.6762 -1.1896  0.207
H -2.2230 6.9360 -0.3679  0.206
H -3.8671 6.6093 0.1936  0.214
H -2.6066 6.6531 -3.3796  0.206
H -2.4744 4.8936 -3.5058  0.210
H -1.3564 5.7921 -2.4742  0.206
H -4.8772 3.2716 -1.3421  0.216
H -4.2958 1.1733 -0.1888  0.227
H -1.0615 4.9762 -0.2884  0.224